# C17H24B3F3N2O5

3 unconnected molecules or ions with the total composition C17H24B3F3N2O5 (ωB97M-V/def2-TZVPD, the OMol25 dataset).

Last column: Mulliken charge in e.
Cartesian coordinates (Å):
F (0.44072, -0.85669, 1.33602)  -0.241
F (0.58575, 0.90091, 0.07688)  -0.269
F (2.35410, 0.09212, 1.02933)  -0.313
O (0.41061, 4.26390, 1.69832)  -0.465
O (-1.24096, 3.35829, 0.25779)  -0.269
O (0.82882, 0.49541, 3.61205)  -0.562
O (-0.75159, 2.37098, -2.41804)  -0.346
O (0.12015, 5.15975, -0.46795)  -0.473
N (-3.51376, -0.33684, 3.04799)  -0.391
N (4.17057, -3.41429, -2.08790)  -0.522
C (-4.77634, -0.75565, 3.01092)  -0.268
C (4.47819, -4.86825, -0.20894)  -0.313
C (2.94004, -3.05407, -0.06333)  -0.050
C (-2.86052, -2.41784, 2.05694)  -0.727
C (1.03805, 0.34119, 1.20913)  0.649
C (-2.58085, -1.16393, 2.57997)  0.189
C (-0.53719, 1.96877, 2.32264)  -0.819
C (-1.09224, 3.75353, -2.27791)  -0.517
C (-1.13024, -0.07932, -3.72098)  -1.203
C (-4.17905, -2.84137, 2.02516)  -0.290
C (3.28281, -2.73210, -1.36875)  -0.257
C (4.75100, -4.46157, -1.50690)  -0.272
C (0.80336, 1.24843, 2.41557)  0.156
C (-5.15945, -1.99303, 2.51440)  -0.352
C (0.23748, 0.59352, -3.69012)  0.001
C (0.18204, 2.09353, -3.44482)  -0.564
C (3.55212, -4.14735, 0.52795)  -0.538
B (-0.48008, 3.23485, 1.40370)  0.391
B (-0.75777, 4.12702, -0.78495)  0.371
B (0.95448, 4.88249, 0.59166)  0.661
H (2.82122, -1.88311, -1.86189)  0.414
H (-1.56058, -0.80431, 2.63301)  0.384
H (1.64346, -0.02069, 3.65789)  0.375
H (-1.68735, 0.13984, -2.81060)  0.264
H (-0.10094, 2.62767, -4.36295)  0.463
H (0.86381, 0.12892, -2.92291)  -0.068
H (-1.34115, 1.29048, 2.03561)  0.181
H (-5.51900, -0.06603, 3.39712)  0.358
H (-2.15250, 3.88550, -2.52716)  0.206
H (-0.74644, 2.30426, 3.34480)  0.357
H (1.17612, 2.45036, -3.13877)  0.288
H (4.98188, -5.72928, 0.20910)  0.367
H (-0.50326, 4.37379, -2.96166)  0.347
H (-4.43850, -3.81339, 1.62581)  0.371
H (2.21016, -2.46197, 0.46952)  0.393
H (1.63071, 1.96937, 2.41384)  0.466
H (5.47110, -5.00256, -2.11109)  0.354
H (3.31268, -4.43221, 1.54459)  0.380
H (-1.72417, 0.25993, -4.57369)  0.330
H (2.12752, 5.06743, 0.51510)  -0.115
H (-1.01956, -1.16208, -3.80021)  0.381
H (-2.05966, -3.04172, 1.68347)  0.402
H (-6.20242, -2.27930, 2.51112)  0.360
H (0.74666, 0.43670, -4.64586)  0.345

Atoms 1-3, force components in eV/Å:
F -0.03 0.08 -0.05
F 0.11 0.03 -0.02
F 0.01 0.00 0.10

## Properties
**Gap between HOMO and LUMO**: 10.085 eV
**E_HOMO**: -9.5851 eV
**E_tot**: -1522.32110 Eh
**Max |F|**: 0.97 eV Å⁻¹
**Spin multiplicity**: 1
**Molar mass**: 425.82 g/mol
**ΔE to the lowest compared entry with this formula, charge and spin**: 0.000 eV


# C17H24BiBrIN2O8P2S2

A molecular structure, C17H24BiBrIN2O8P2S2 (ωB97M-V/def2-TZVPD, the OMol25 dataset).

Last column: Mulliken charge in e.
Cartesian coordinates (Å):
Bi (1.91381, -1.07935, -1.28685)  1.358
I (2.49790, 5.01079, -5.49469)  0.124
Br (5.77216, 5.46524, -3.19043)  -0.148
S (-5.34279, -3.36773, 2.34694)  -0.177
S (-4.76207, 2.88907, 3.49906)  -0.178
P (1.17721, -3.99947, 0.28174)  0.957
P (1.90306, -4.60000, -2.41255)  0.806
O (2.36788, -3.21820, 0.81170)  -0.830
O (0.34469, -4.65590, -2.82000)  -0.516
O (0.13855, -3.17196, -0.43008)  -0.813
O (2.53646, 3.27777, 0.68645)  -0.377
O (2.51507, -3.22770, -2.27880)  -0.624
O (0.32767, -4.90281, 1.29378)  -0.537
O (2.82364, -5.36929, -3.43392)  -0.464
O (3.15958, -5.75651, -0.32093)  -0.548
N (-3.92208, -1.48344, 1.19817)  -0.477
N (-3.52002, 1.34336, 1.89638)  -0.460
C (3.87512, 6.79012, -1.68114)  -0.370
C (-5.40054, -1.80920, 2.99212)  -0.448
C (1.03424, -6.79450, -0.70395)  -1.188
C (1.89746, -5.45226, -0.75269)  0.809
C (-4.49071, 0.57212, 2.57554)  0.341
C (-4.52584, -0.89190, 2.36138)  0.055
C (-3.62382, 2.63202, 2.21509)  0.626
C (2.94097, 3.36080, 2.05037)  -0.547
C (-2.57176, 3.59293, 1.85805)  -0.975
C (-4.30552, -2.68185, 1.00112)  0.591
C (-5.16594, 1.25263, 3.57635)  -0.357
C (-3.88914, -3.53703, -0.16217)  -0.875
C (1.56161, 6.06360, -2.97149)  -0.428
C (2.62999, 7.12333, -1.12820)  -0.526
C (3.98874, 6.03468, -2.87530)  0.291
C (1.47131, 6.69051, -1.72810)  -0.560
C (2.81096, 5.76001, -3.55885)  0.167
H (-2.90330, 4.35288, 1.21138)  0.321
H (4.80388, 7.03559, -1.17209)  0.375
H (-1.81098, 3.03160, 1.31698)  0.237
H (2.60434, -6.22621, -3.79924)  0.368
H (3.54287, -0.19923, -1.66411)  0.019
H (2.43118, 4.26717, 2.39077)  0.216
H (-5.84257, 0.84468, 4.31946)  0.332
H (-3.05074, -4.23957, 0.13789)  0.147
H (0.67169, 5.88184, -3.52336)  0.364
H (-3.60473, -2.92165, -0.98317)  0.284
H (-5.88509, -1.70496, 3.95471)  0.324
H (2.68354, 7.66547, -0.19479)  0.381
H (2.49566, 2.60208, 2.75969)  0.259
H (0.34186, -6.75067, 0.15179)  0.278
H (0.41851, -6.81497, -1.67085)  0.312
H (-2.18492, 3.92438, 2.84306)  0.306
H (3.50402, -4.94821, 0.19121)  0.403
H (-4.79222, -4.11818, -0.33675)  0.402
H (2.64042, 2.39034, 0.37324)  0.187
H (1.63286, -7.66036, -0.60130)  0.394
H (4.04534, 3.45404, 2.27733)  0.266
H (-0.16317, -4.40890, 1.99901)  0.359
H (-0.20210, -4.33064, -2.04326)  0.436
H (0.45581, 7.01361, -1.35172)  0.329

Atoms 1-3, force components in eV/Å:
Bi 0.39 -3.22 0.06
I 0.79 -0.20 0.02
Br -0.44 -0.11 -0.73

## Properties
**Gap between HOMO and LUMO**: 2.195 eV
**E_HOMO**: -9.7060 eV
**E_tot**: -5938.79806 Eh
**Max |F|**: 3.37 eV Å⁻¹
**Spin multiplicity**: 1
**Molar mass**: 926.26 g/mol
**ΔE to the lowest compared entry with this formula, charge and spin**: 0.000 eV
**Net charge**: +1


# C17H24CaF18N4O12S6

A molecular structure, C17H24CaF18N4O12S6 (ωB97M-V/def2-TZVPD, the OMol25 dataset).

Last column: Mulliken charge in e.
Cartesian coordinates (Å):
Ca (-0.32279, -0.83841, -1.92229)  2.322
S (-2.99414, -3.38252, -3.54854)  0.805
S (0.52117, -2.46453, 0.68138)  1.125
S (1.47739, 1.73616, -1.76523)  0.973
S (3.00199, -2.35623, -0.42815)  0.632
S (-3.40490, -0.80781, -2.70867)  0.865
S (0.95159, 1.91723, -4.60176)  0.881
F (2.21924, -0.14540, -5.52639)  -0.241
F (-1.33146, -4.27190, 1.17264)  -0.168
F (-4.33297, -2.04061, -0.57153)  -0.147
F (3.25617, -3.75449, -2.66885)  -0.224
F (-0.21864, -3.82951, -3.59585)  -0.189
F (0.63396, 0.57836, -6.79112)  -0.177
F (-1.65571, -5.49582, -3.91949)  -0.203
F (2.87111, -1.62166, -3.01288)  -0.121
F (4.83073, -2.32837, -2.16300)  -0.231
F (-5.27158, -0.09298, -1.13092)  -0.195
F (0.69701, -5.06744, 1.03960)  -0.236
F (-0.35423, -4.37584, -0.76033)  -0.170
F (0.15376, -0.63143, -5.11235)  -0.217
F (3.71818, 3.04675, -2.19811)  -0.180
F (3.87070, 0.95295, -2.68519)  -0.222
F (-5.75293, -1.87990, -2.13600)  -0.224
F (-1.25525, -4.09474, -5.56630)  -0.246
F (3.72516, 1.67723, -0.55402)  -0.135
O (1.18897, 0.67238, -0.78518)  -0.382
O (-3.99174, -0.23379, -3.93031)  -0.538
O (3.39808, -3.56316, 0.22146)  -0.604
O (-2.60288, 0.12260, -1.88933)  -0.839
O (-3.93999, -3.23017, -4.60016)  -0.600
O (2.20257, 2.44548, -5.03725)  -0.620
O (1.09450, -2.17401, 1.97712)  -0.658
O (3.62599, -1.12289, -0.02669)  -0.550
O (-3.37012, -4.29675, -2.46167)  -0.631
O (-0.25810, 2.65476, -4.76545)  -0.628
O (0.96930, 3.01832, -1.46056)  -0.576
O (-0.67293, -1.65313, 0.35328)  -0.777
N (0.11297, 2.21444, 2.76810)  1.003
N (0.92732, 1.03668, -3.14706)  -0.507
N (-2.36530, -2.03056, -2.95073)  -0.481
N (1.39038, -2.23482, -0.57195)  -0.499
C (1.54612, 2.16660, 3.14438)  -1.270
C (3.32616, 1.86581, -1.80187)  0.701
C (0.95746, 0.35810, -5.60026)  0.640
C (2.48550, 1.09885, 2.45051)  1.391
C (-2.55930, -0.53697, 3.44373)  -0.340
C (-0.59507, 3.46105, 3.40698)  -0.439
C (-0.20121, -4.15302, 0.53255)  0.403
C (-1.96480, 0.69162, 2.77149)  -0.013
C (3.48383, -2.51065, -2.23222)  0.575
C (3.87354, 1.26470, 2.93489)  -1.816
C (-1.34795, -4.26542, -4.21238)  0.622
C (-2.40390, -0.38377, 4.92597)  -1.247
C (-0.79846, 4.42959, 2.25354)  -0.672
C (-0.57497, 1.00931, 3.24879)  -1.009
C (-1.02491, 3.45049, 1.10936)  -0.714
C (-4.73038, -1.25836, -1.48609)  0.564
C (0.11212, 2.39857, 1.29425)  -0.084
H (1.11666, 2.81745, 1.07001)  0.373
H (-2.78841, 0.62665, 5.20894)  0.286
H (-2.68384, 1.47479, 3.01750)  0.425
H (-3.61535, -0.48353, 3.19802)  0.428
H (3.94407, 1.04934, 4.04957)  0.370
H (4.54155, 0.46418, 2.53847)  0.411
H (-1.39645, -0.47406, 5.29614)  0.303
H (-2.18574, -1.47225, 3.07802)  0.133
H (-0.88800, 3.99923, 0.17618)  0.431
H (-1.59131, 3.07975, 3.82619)  0.294
H (-0.60550, 1.16174, 4.34789)  0.540
H (-3.10602, -1.03312, 5.46407)  0.420
H (0.04010, 3.75314, 4.22138)  0.326
H (0.05741, 5.11854, 2.09145)  0.326
H (2.18246, 0.07648, 2.70819)  -0.012
H (1.61644, 2.03937, 4.23875)  0.418
H (1.79605, 3.21322, 2.99115)  0.693
H (-1.92142, 0.48583, 1.71009)  -0.247
H (4.36318, 2.22418, 2.63563)  0.340
H (2.45685, 1.09889, 1.36679)  -0.450
H (-2.03924, 2.98648, 1.09117)  0.387
H (-0.04326, 1.41702, 0.85207)  -0.225
H (0.12421, 0.19673, 3.02018)  0.116
H (-1.70078, 5.03899, 2.39829)  0.436

Atoms 1-3, force components in eV/Å:
Ca -0.21 -0.10 0.08
S 0.68 -3.02 1.52
S -1.74 2.50 1.39

## Properties
**Gap between HOMO and LUMO**: 10.218 eV
**E_HOMO**: -10.4601 eV
**E_tot**: -6648.41680 Eh
**Max |F|**: 4.44 eV Å⁻¹
**Spin multiplicity**: 1
**Molar mass**: 1050.84 g/mol


# C17H24Cl3MoN4O2

A molecular structure, C17H24Cl3MoN4O2 (ωB97M-V/def2-TZVPD, the OMol25 dataset).

Last column: Mulliken charge in e.
Cartesian coordinates (Å):
Mo (0.19806, 0.09812, 0.51313)  0.137
Cl (0.26224, 1.58711, 2.51974)  -0.028
Cl (2.62919, -0.07924, 2.83982)  -0.009
Cl (2.79149, 2.69309, 3.64385)  0.075
O (3.22296, 2.76812, 0.68329)  -0.342
O (1.72632, 1.15610, 0.19691)  -0.637
N (-3.06197, 2.86868, -0.43238)  0.274
N (-2.07276, 2.25916, -2.52703)  0.291
N (-1.01009, 1.47440, -0.42138)  1.593
N (-1.04958, 3.89854, -1.15413)  0.320
C (2.18409, 1.58698, 2.52560)  0.676
C (0.59016, -2.28194, 1.25268)  0.791
C (-2.31088, 4.12128, -0.42691)  -0.694
C (-2.85826, -0.98308, 2.25618)  -1.757
C (-2.37004, 1.83506, 0.25387)  -1.176
C (-0.46000, -1.69793, 1.99228)  -0.976
C (-1.77540, -1.39379, -0.01035)  -1.166
C (2.48542, 1.93155, 1.03892)  0.126
C (-0.21278, 3.03801, -0.51630)  -0.830
C (-1.31343, 3.50532, -2.54922)  -0.640
C (1.73418, -2.97542, 1.90326)  -1.720
C (-0.68735, -1.83284, -0.80893)  1.672
C (-1.33563, 1.20354, -1.92526)  -1.095
C (-0.80085, -2.05331, -2.28391)  -1.821
C (-3.33870, 2.46747, -1.81696)  -0.744
C (0.52167, -2.17231, -0.15881)  -1.378
C (-1.69394, -1.33675, 1.38913)  1.900
H (2.68214, -2.79100, 1.39815)  0.516
H (-0.79623, -3.13626, -2.44764)  0.462
H (-1.72403, -1.66687, -2.70685)  0.411
H (-3.92684, 1.54877, -1.82588)  0.289
H (-1.89444, 4.28148, -3.04181)  0.331
H (-2.88670, 4.89631, -0.92713)  0.327
H (-2.97541, 0.93128, 0.24333)  0.328
H (-3.69142, -0.56220, 1.69919)  0.412
H (0.05765, -1.65590, -2.82713)  0.480
H (-2.15666, 2.13533, 1.28111)  0.392
H (-3.21116, -1.90874, 2.72320)  0.428
H (1.36288, -2.50691, -0.75775)  0.717
H (-3.91159, 3.24721, -2.31427)  0.346
H (-0.37128, 3.37613, -3.08125)  0.363
H (-2.09960, 4.44075, 0.59367)  0.346
H (-0.37014, -1.64626, 3.07245)  0.596
H (-2.57648, -0.31452, 3.07136)  0.451
H (-0.38316, 1.05324, -2.43726)  0.259
H (-2.71024, -1.15859, -0.50495)  0.756
H (1.80811, -2.76355, 2.96719)  0.477
H (-0.04441, 3.28994, 0.52621)  0.371
H (-1.93385, 0.29729, -1.95410)  0.343
H (1.53159, -4.04981, 1.80333)  0.387
H (0.69362, 2.80367, -1.06757)  0.369

Atoms 1-3, force components in eV/Å:
Mo -0.89 1.17 0.30
Cl -0.21 0.03 0.27
Cl 0.08 0.09 0.03

## Properties
**Gap between HOMO and LUMO (spin up / spin down)**: 5.550 / 5.655 eV
**E_HOMO (spin up / spin down)**: -18.4530 / -18.4868 eV
**E_tot**: -2479.34853 Eh
**Max |F|**: 1.50 eV Å⁻¹
**Spin multiplicity**: 3
**Molar mass**: 518.70 g/mol
**⟨S²⟩**: 2.039
**ΔE to the lowest compared entry with this formula, charge and spin**: 0.000 eV
**Net charge**: +3